ORCA calculation (the ωB97M-V functional and the def2-TZVPD basis) on a structure of composition C34H23BrF5N3O3Ti.

```
70
Properties=species:S:1:pos:R:3:forces:R:3:mulliken_charge:R:1
Ti -0.00564 0.24890 -0.13344 0.3 0.1 0.4 0.041
O -0.60325 -0.36344 1.87786 0.1 0.1 -0.1 -0.452
C -2.01701 -0.34846 2.11977 0.1 0.0 0.0 -0.745
C -2.69585 -0.78835 0.85360 -0.2 0.0 0.0 0.650
C -3.99265 -1.27354 0.84210 0.1 0.0 0.0 -1.007
C -4.56974 -1.60255 -0.37254 -0.1 0.0 0.0 -0.248
C -3.84130 -1.44918 -1.54333 0.1 0.0 0.0 -1.082
C -2.55161 -0.96867 -1.45130 -0.1 -0.1 -0.1 -0.339
N -1.99664 -0.64480 -0.27839 0.2 0.0 0.1 0.401
H -0.13974 0.21713 2.50411 -0.1 0.0 0.0 0.380
H -2.33439 0.66714 2.37243 0.0 0.0 0.0 0.301
H -2.25821 -1.01944 2.94425 0.0 0.0 0.0 0.542
H -4.53495 -1.39047 1.77027 0.0 0.0 0.0 0.520
H -5.58300 -1.97951 -0.40447 0.0 0.0 0.0 0.430
H -4.26037 -1.69926 -2.50659 0.0 0.0 0.0 0.456
H -1.93539 -0.82682 -2.33146 0.0 0.0 0.0 0.550
C 1.24419 1.61927 -2.64329 0.0 -0.1 0.1 -1.183
O 0.71749 0.36808 -2.10765 0.0 0.0 0.1 0.986
C 1.14950 -0.81126 -2.71623 0.0 0.0 -0.1 0.349
C 1.49200 -0.85825 -4.05096 -0.1 -0.1 0.1 -0.751
C 1.89225 -2.08481 -4.57186 0.0 0.0 0.0 -0.420
Br 2.37060 -2.18130 -6.38903 0.0 0.0 0.0 -0.159
C 1.93564 -3.22215 -3.79338 0.0 0.1 0.0 -0.824
C 1.58672 -3.16780 -2.44135 0.0 0.0 0.0 0.459
C 1.20755 -1.94332 -1.90847 0.0 -0.1 0.0 0.615
O 0.84818 -1.81028 -0.55890 0.0 0.2 0.0 -0.856
C 1.66122 -4.41936 -1.66960 0.0 0.1 -0.1 0.133
N 2.17963 -5.50648 -2.16752 0.0 0.0 0.1 -0.721
C 2.05507 -6.45525 -1.16672 0.0 0.0 -0.1 0.540
C 2.45312 -7.79367 -1.15789 0.0 0.0 0.0 -0.723
C 2.20465 -8.52449 -0.01742 0.0 0.0 0.0 -0.505
C 1.57545 -7.94618 1.10039 0.0 0.0 0.0 -0.477
C 1.17791 -6.62642 1.11071 0.0 0.0 0.0 -0.973
C 1.43112 -5.89508 -0.04752 0.0 0.0 0.1 0.646
N 1.18724 -4.58063 -0.39336 0.0 0.0 0.0 0.310
H 2.30416 1.48651 -2.84564 0.0 0.0 0.0 0.520
H 1.09330 2.35925 -1.86345 0.0 0.0 0.0 0.354
H 0.68416 1.88427 -3.53594 0.0 0.0 0.0 0.299
H 1.44353 0.01886 -4.67786 0.0 0.0 0.0 0.611
H 2.24135 -4.17152 -4.20765 0.0 0.0 0.0 0.654
H 1.63365 -1.52900 -0.02874 0.0 -0.1 -0.1 0.082
H 2.93651 -8.22669 -2.02249 0.0 0.0 0.0 0.447
H 2.49755 -9.56435 0.02722 0.0 0.0 0.0 0.395
H 1.40023 -8.55571 1.97688 0.0 0.0 0.0 0.394
H 0.69785 -6.18934 1.97607 0.0 0.0 0.0 0.405
H 0.71695 -3.87747 0.14637 0.0 0.0 0.0 -0.037
F -0.08964 2.34273 2.48024 0.0 0.0 0.0 -0.449
C -0.71769 2.91851 1.41821 0.0 0.0 0.1 -0.099
C -0.83060 2.22168 0.23101 0.0 -0.2 -0.1 0.798
C -1.52192 2.88451 -0.76097 -0.1 0.0 -0.1 0.575
F -1.69891 2.25257 -1.95561 0.0 0.0 0.0 -0.417
C -2.05935 4.15241 -0.63225 0.0 0.0 0.0 -0.159
F -2.71354 4.73468 -1.63399 0.0 0.0 0.0 -0.276
C -1.90051 4.81363 0.57831 0.0 -0.1 0.0 0.752
F -2.40124 6.02919 0.74454 0.0 -0.1 0.0 -0.288
C -1.22367 4.19049 1.61920 0.0 0.0 0.0 -0.070
F -1.08340 4.81435 2.78582 0.0 0.0 0.0 -0.282
C 1.94179 0.40531 0.65838 -0.3 0.0 0.0 -0.614
C 3.06707 0.48233 1.12381 0.0 0.0 0.0 0.758
C 4.38582 0.59839 1.67132 0.0 0.0 0.0 0.197
C 4.57512 1.22073 2.90655 0.0 0.0 0.0 -0.511
C 5.84990 1.33395 3.43393 0.0 0.0 0.0 -0.537
C 6.93914 0.82960 2.73625 0.0 0.0 0.0 -0.446
C 6.75536 0.21093 1.50705 0.0 0.0 0.0 -0.550
C 5.48420 0.09412 0.97247 0.0 0.0 0.0 -0.441
H 3.72143 1.61509 3.44122 0.0 0.0 0.0 0.461
H 5.99610 1.81731 4.39036 0.0 0.0 0.0 0.400
H 7.93405 0.92029 3.15098 0.0 0.0 0.0 0.395
H 7.60616 -0.18009 0.96562 0.0 0.0 0.0 0.397
H 5.33331 -0.38594 0.01456 0.0 0.0 0.0 0.437
```
Positions in Å, forces in eV/Å.

Its molar mass is 744.3 g mol⁻¹. Its total charge is +1. As for the spin multiplicity: 2. The value obtained for the HOMO energy (alpha / beta) is -10.61 / -10.61 eV.

ORCA calculation (the ωB97M-V functional and the def2-TZVPD basis) on a structure of composition C4H7NOS in a non-equilibrium geometry.

```
14
Properties=species:S:1:pos:R:3:forces:R:3:mulliken_charge:R:1
C 1.44070 1.16996 -0.23348 -2.1 -2.6 -0.9 -0.643
C -0.25169 1.04110 0.12422 1.9 1.4 -2.0 0.482
C -1.95238 -0.67782 0.05578 -5.8 -2.8 -1.5 -0.343
C -0.70822 -1.37209 -0.35388 3.8 0.6 -0.9 -0.337
H 2.91092 -0.08002 1.78365 -0.6 -0.7 -4.1 0.150
H 1.52638 1.44044 -1.36066 -0.1 -0.1 2.3 0.311
H 1.66351 1.87747 0.52450 0.8 1.0 -0.1 0.371
H -2.73622 -0.50792 -0.74889 1.7 1.5 0.5 0.236
H -2.62114 -1.09960 0.86310 1.3 -0.1 -0.6 0.206
H -0.33616 -2.28390 0.09645 -0.2 0.1 0.5 0.190
H 0.08394 -1.04986 -1.19095 -2.9 -1.1 0.7 0.202
N -0.78035 -0.16345 0.46501 2.4 1.6 1.5 -0.057
O -0.88493 2.07229 -0.03080 0.7 -1.3 0.6 -0.553
S 2.64564 -0.36662 0.00596 -0.9 2.4 3.9 -0.217
```
Positions in Å, forces in eV/Å.

Its molar mass is 117.2 g mol⁻¹. The value obtained for the HOMO energy is -9.15 eV. For the energy relative to the best compared isomer or geometry (same formula, charge and spin), the calculation gives 117.53 kcal per mole.

ORCA calculation (the ωB97M-V functional and the def2-TZVPD basis) on a cluster of 2 separate species, CH2ClO2S2 in total in a non-equilibrium geometry.

```
8
Properties=species:S:1:pos:R:3:forces:R:3:mulliken_charge:R:1
C -1.13841 0.38597 -0.75124 -0.3 -0.1 0.1 -0.552
O -2.08073 -0.04804 2.96897 -0.3 -0.3 -0.3 -0.511
O -3.88305 -0.03495 1.28997 -0.7 -0.3 0.0 -0.500
S -2.28983 -2.61064 1.51569 -0.5 0.9 0.2 -0.466
S -2.62604 -0.61025 1.72876 1.8 0.0 -0.5 0.602
Cl -0.20036 1.80046 -0.58398 0.7 0.5 0.3 -0.198
H -0.61794 -0.46411 -1.14313 0.3 -0.4 0.2 0.318
H -2.02399 0.65713 -1.26773 -1.0 -0.2 -0.1 0.307
```
Positions in Å, forces in eV/Å.

Its molar mass is 145.6 g mol⁻¹. Its total charge is -1. The value obtained for the HOMO energy (alpha / beta) is -4.52 / -3.35 eV. For the energy relative to the best compared isomer or geometry (same formula, charge and spin), the calculation gives 46.54 kcal per mole.